Formula: H3N2P
Source: the Open Molecules 2025 dataset
Level of theory: the ωB97M-V functional and the def2-TZVPD basis

Structure (XYZ):
```
6
Properties=species:S:1:pos:R:3
N -0.25354 -0.13143 -0.85669
N -0.21283 0.84567 0.12336
P 0.83874 -0.44296 0.43799
H -1.01334 -0.65069 -0.65940
H 0.61123 1.57052 -0.27024
H 0.02975 -1.19110 1.22498
```

Properties
* maximum force: 5.82 eV Å⁻¹
* structure (SMILES): [nH]1[nH][pH]1
* Kohn-Sham gap: 10.76 eV
* LUMO: 0.94 eV
* relative energy (zero: lowest compared OMol25 entry of this formula, charge and spin): 2.699 eV
* charge: 0

***

Formula: C3H6N2O
Source: the Open Molecules 2025 dataset
Level of theory: the ωB97M-V functional and the def2-TZVPD basis

Structure (XYZ):
```
12
Properties=species:S:1:pos:R:3
O -0.71312 2.00799 -0.66089
N -0.35748 0.64424 -0.77608
C -1.17005 -0.21926 -0.02332
C -0.44931 -1.12347 0.62725
C 1.00755 -0.85056 0.36176
N 1.00605 0.43442 -0.34960
H -0.58237 2.39349 -1.53819
H -2.23270 -0.09163 -0.08996
H -0.79724 -1.95541 1.20510
H 1.61961 -0.82835 1.26718
H 1.42547 -1.60492 -0.31732
H 1.24358 1.19345 0.29408
```

Properties
* maximum force: 1.13 eV Å⁻¹
* structure (SMILES): ON1C=CCN1
* Kohn-Sham gap: 8.99 eV
* LUMO: 1.08 eV
* relative energy (zero: lowest compared OMol25 entry of this formula, charge and spin): 4.030 eV
* charge: 0

***

Formula: C2H3NOS
Source: the Open Molecules 2025 dataset
Level of theory: the ωB97M-V functional and the def2-TZVPD basis

Structure (XYZ):
```
8
Properties=species:S:1:pos:R:3
C -1.45183 0.29010 0.05614
N -0.92646 -0.93688 -0.32147
S 0.58387 -1.42678 -0.08173
C 1.54821 -0.07517 0.03681
O 1.15940 1.02011 -0.26875
H -2.51519 0.32952 0.20757
H -0.98750 1.41103 0.08204
H 2.58951 -0.61193 0.28939
```

Properties
* maximum force: 6.88 eV Å⁻¹
* structure (SMILES): C=NSC=O
* Kohn-Sham gap: 9.09 eV
* LUMO: -0.26 eV
* relative energy (zero: lowest compared OMol25 entry of this formula, charge and spin): 2.755 eV
* charge: 0

***

Formula: C7H15IN
Source: the Open Molecules 2025 dataset
Level of theory: the ωB97M-V functional and the def2-TZVPD basis

Structure (XYZ):
```
24
Properties=species:S:1:pos:R:3
C 1.75515 1.96075 1.90693
C -1.15964 -1.94265 -2.80547
C -0.71127 -2.43935 1.05208
C 1.04099 2.75711 -0.28764
C -1.30483 -2.25208 -1.36404
C 0.01640 0.85631 0.70390
C -0.46667 -2.02595 -0.36605
N 0.81965 1.86229 0.81473
I 1.42996 -1.08831 -0.73013
H 2.70744 2.34640 1.54859
H 1.91942 0.98913 2.36702
H -0.97831 -2.86604 -3.35512
H -2.08105 -1.51478 -3.19241
H -0.33344 -1.26463 -3.00291
H 0.21025 -2.52184 1.62227
H -1.37699 -1.73798 1.55921
H -1.19980 -3.41124 1.07078
H 0.14305 2.86640 -0.89142
H 1.83861 2.35129 -0.91984
H 1.35309 3.73486 0.07482
H -2.23191 -2.74639 -1.09510
H 1.37302 2.64424 2.66562
H -0.73415 0.85848 -0.07111
H -0.11599 0.19864 1.54683
```

Properties
* maximum force: 1.16 eV Å⁻¹
* Kohn-Sham gap: 8.35 eV
* LUMO: -4.19 eV
* relative energy (zero: lowest compared OMol25 entry of this formula, charge and spin): 0.000 eV
* charge: +1

***

Formula: C33H29N9O4SScSe
Source: the Open Molecules 2025 dataset
Level of theory: the ωB97M-V functional and the def2-TZVPD basis

Structure (XYZ):
```
78
Properties=species:S:1:pos:R:3
Sc -0.77238 -0.18885 -0.42628
C 0.85108 2.42683 -1.40367
N 0.32420 1.96054 -0.10748
C 1.43041 1.80801 0.87115
C 1.24905 0.54505 1.68323
C -0.74957 0.29053 3.01271
C -0.43432 -0.97960 3.73524
C 0.77483 -1.70467 3.17996
C 1.35925 -1.81261 1.78456
N 1.56116 -0.54064 1.10690
C -0.66976 2.92181 0.39427
C -1.94655 2.85366 -0.39607
C -2.84091 3.91114 -0.38266
C -4.05307 3.76887 -1.03107
C -4.33338 2.57045 -1.66922
C -3.38373 1.57121 -1.64189
N -2.19548 1.70824 -1.03827
C 1.57490 1.30520 -2.09447
C 2.71739 1.50093 -2.84855
C 3.30969 0.40442 -3.45704
C 2.74481 -0.84867 -3.28387
C 1.60337 -0.95785 -2.51162
N 1.02524 0.09708 -1.93248
H 1.50330 3.29633 -1.27257
H 0.00715 2.73736 -2.02333
H 1.50214 2.68373 1.51811
H 2.36470 1.69336 0.32414
H -1.34462 0.99424 3.59600
H -1.07847 -1.45549 4.45751
H 0.97588 -2.57890 3.78836
H 2.37039 -2.20197 1.95251
H -0.26354 3.93959 0.38701
H -0.90280 2.66989 1.43043
H -2.59331 4.82211 0.14575
H -4.77402 4.57526 -1.03036
H -5.27594 2.40461 -2.17027
H -3.58335 0.61081 -2.09550
H 3.13779 2.49219 -2.95228
H 4.20581 0.52614 -4.05074
H 3.18197 -1.72954 -3.73118
H 1.13078 -1.91559 -2.33380
Se -3.34236 -7.18479 -2.14620
N -2.31384 -6.52225 -0.85817
C -2.06883 -5.26916 -1.15952
C -1.25982 -4.38940 -0.35614
C -0.68383 -4.80811 0.90831
C 0.23818 -4.04115 1.48344
C 0.73448 -2.80171 0.78243
N -0.29269 -2.18571 -0.05826
C -1.06121 -3.08925 -0.74570
C -1.70774 -2.59949 -1.96143
N -1.51387 -1.29670 -2.25842
C -1.97650 -0.81542 -3.40985
C -2.69619 -1.58297 -4.30955
C -2.96165 -2.90168 -3.98798
C -2.46411 -3.42812 -2.80101
C -2.66793 -4.80216 -2.38937
N -3.37419 -5.66671 -3.06685
H -1.02803 -5.73072 1.35537
H 0.68824 -4.32545 2.42614
H 1.57312 -3.09070 0.11985
H -1.76546 0.22810 -3.61524
H -3.04804 -1.14831 -5.23402
H -3.54003 -3.53924 -4.64378
C 0.96325 0.36678 6.31806
C 1.79867 -0.15825 5.15445
C 0.98487 -0.44060 3.92358
N 0.69336 0.68329 2.98575
H 1.59724 0.60347 7.17173
H 0.22812 -0.37281 6.63641
H 0.42966 1.27595 6.03456
H 2.33823 -1.06082 5.44712
H 2.55331 0.58373 4.88328
O -2.84407 -0.65013 0.19610
S -2.96384 -0.17844 1.58509
O -3.62685 1.07961 1.72521
O -1.30682 0.21302 1.70271
O -3.17976 -1.18044 2.57025
```

Properties
* maximum force: 0.41 eV Å⁻¹
* Kohn-Sham gap: 6.68 eV
* LUMO: -2.79 eV
* relative energy (zero: lowest compared OMol25 entry of this formula, charge and spin): 2.983 eV
* charge: +1

***

Formula: C6H13O2
Source: the Open Molecules 2025 dataset
Level of theory: the ωB97M-V functional and the def2-TZVPD basis

Structure (XYZ):
```
21
Properties=species:S:1:pos:R:3
C 1.22030 -0.67970 1.59206
C 2.33068 -1.46593 0.98615
C 1.85906 -0.15733 3.09588
O 1.85512 -1.07673 3.94795
O 2.39846 0.97416 3.09782
H 0.86489 0.12552 0.80414
H 0.46572 -1.43052 2.01501
H 2.94255 -0.81482 0.35956
H 2.05149 -2.19750 0.16135
H 2.73651 -2.10002 1.81614
C -1.67314 0.89467 -1.04890
C -2.60945 1.64356 -2.15534
C -0.75795 -0.12306 -1.58682
H -1.12684 1.60874 -0.44178
H -2.31273 0.46528 -0.25015
H -3.44781 2.07018 -1.62365
H -0.65437 -0.02099 -2.64627
H 0.14371 -0.14640 -0.93778
H -1.23796 -0.99265 -1.72926
H -1.94988 2.40094 -2.58495
H -3.09836 1.02259 -2.87116
```

Properties
* maximum force: 4.30 eV Å⁻¹
* Kohn-Sham gap: 6.89 eV
* LUMO: 3.19 eV
* relative energy (zero: lowest compared OMol25 entry of this formula, charge and spin): 2.191 eV
* charge: -1